[1]
67
Properties=species:S:1:pos:R:3:forces:R:3 method="wB97M-V/def2-TZVPD" charge=+1 homo_lumo_gap_ha=0.1161 spin_multiplicity=1
C 4.61678 -5.56110 1.45195 1.17 0.30 0.27
C 4.57614 -4.10266 0.78569 0.57 -0.99 -0.82
O 3.31909 -3.40101 0.91809 0.56 -0.27 1.35
C 3.03922 -3.02079 2.27922 0.01 0.70 1.42
C 3.15235 -1.41081 2.53415 1.43 -1.25 -0.63
C 4.70132 -1.04095 2.34084 -0.06 0.03 0.22
C 5.15350 0.38533 2.93975 0.28 0.22 -0.96
C 4.00053 1.21665 3.67808 0.89 0.91 0.47
C 5.78329 1.22788 1.69956 -0.21 -0.81 0.05
N 2.37493 -0.64875 1.51181 -2.24 -0.95 0.40
C 0.96604 -1.16815 1.39042 -0.55 0.10 1.04
C 0.21419 -1.30063 2.73315 -3.22 -1.51 -3.08
C -1.26123 -1.84658 2.64078 3.81 1.14 -4.28
C -1.67886 -2.10252 1.15772 1.17 0.57 0.43
C -0.78522 -1.86697 -0.09423 0.41 0.30 4.23
N 0.55402 -1.41742 0.06065 -2.82 -0.44 3.13
H 3.65952 -6.16877 1.34542 1.20 1.04 0.17
H 4.95884 -5.46369 2.55315 -0.89 -0.36 -1.66
H 5.47007 -6.14107 0.93300 -1.36 0.85 0.76
H 5.44307 -3.47633 1.19098 -1.16 -0.81 -0.48
H 4.76390 -4.25555 -0.34542 -0.54 0.52 1.78
H 2.00393 -3.37502 2.65227 1.48 0.37 -1.07
H 3.79554 -3.48176 3.02565 -1.13 0.64 -1.25
H 2.81586 -1.25554 3.61633 0.50 -0.12 -1.33
H 4.96477 -1.06609 1.21841 -0.70 -0.05 1.70
H 5.32081 -1.87127 2.82830 -0.85 1.21 -0.51
H 6.02530 0.19480 3.65484 -1.37 0.35 -0.73
H 4.53593 2.05689 4.26947 -0.90 -1.27 -0.92
H 3.41665 0.62280 4.46897 0.77 0.80 -1.38
H 3.30358 1.78135 2.94612 1.00 -1.17 1.11
H 6.60710 0.57060 1.22629 -1.13 1.18 0.81
H 6.22462 2.23323 2.02033 -0.71 -1.39 -0.51
H 4.98509 1.34375 0.87215 1.17 0.07 1.38
H 2.24730 0.34180 1.76101 0.53 -0.60 0.04
H 0.68622 -1.04477 3.74483 -0.69 -0.39 -1.90
H -1.93165 -2.01658 3.54050 0.95 0.22 -1.49
H -2.74902 -2.48228 0.97316 1.84 0.58 0.30
H -1.18490 -2.05529 -1.15729 0.78 0.25 1.94
C -3.80139 1.68207 -4.70122 0.55 0.00 -0.03
C -4.82273 1.90326 -3.55238 -0.18 -1.05 -4.19
C -4.97824 3.41891 -3.26295 0.27 0.62 1.29
C -3.80023 4.02356 -2.50785 0.14 -0.27 -0.10
C -3.49536 3.22321 -1.24604 -1.14 0.82 -0.58
C -3.28611 1.71508 -1.52224 4.01 -1.59 1.10
N -4.38887 1.13106 -2.34755 -6.75 4.59 5.53
O -5.43358 0.98019 -1.56697 4.35 -1.23 -3.44
C -1.92381 1.50227 -2.22802 0.07 0.05 -0.52
C -3.10898 0.98568 -0.16447 -0.97 -0.07 0.07
C -6.16703 1.39523 -4.14125 -0.32 -0.21 0.91
H -3.31497 0.70550 -4.62383 -0.03 0.13 0.01
H -4.28373 1.70273 -5.68149 -0.17 0.04 0.32
H -3.02863 2.45082 -4.73745 -0.01 -0.13 0.12
H -5.88794 3.59141 -2.67390 0.01 -0.32 -0.04
H -5.11757 3.96310 -4.20219 0.02 -0.56 -0.13
H -2.91744 4.07661 -3.14987 -0.02 0.01 0.03
H -4.03750 5.05593 -2.23175 -0.01 -0.10 -0.03
H -2.60884 3.64091 -0.76002 0.09 -0.56 -0.07
H -4.32213 3.36217 -0.53931 -0.01 -0.32 -0.02
H -1.78337 0.45343 -2.50786 -0.02 0.13 0.09
H -1.09893 1.77106 -1.56274 -0.33 -0.09 0.10
H -1.78832 2.11177 -3.11799 -0.10 -0.05 -0.02
H -3.95112 1.14733 0.51386 -0.01 -0.06 -0.19
H -2.22229 1.34840 0.36221 -0.05 0.07 -0.41
H -2.98172 -0.09077 -0.30421 0.00 0.13 -0.04
H -6.12506 0.32302 -4.35510 0.06 0.11 0.03
H -6.39779 1.91152 -5.07652 0.39 0.03 0.18
H -7.01499 1.58187 -3.47697 0.18 -0.11 0.04

***

[2]
77
Properties=species:S:1:pos:R:3:forces:R:3 method="wB97M-V/def2-TZVPD" charge=-1 e_above_lowest_kcal_mol=86.3 s_squared=0.93 homo_lumo_gap_ha="0.1504 / 0.1763" spin_multiplicity=2
Ru -0.05979 0.63108 0.52711 0.74 1.21 -0.50
O 2.26991 -0.02622 1.81881 -1.00 0.17 0.16
C 3.43791 0.16088 1.04991 0.60 0.20 -0.55
C 3.30241 1.32798 0.06881 0.00 -0.15 0.45
N 2.07891 1.23738 -0.72569 -0.43 -0.12 0.22
C 1.66001 2.56588 -1.15689 -0.34 0.67 0.49
C 1.07291 3.40728 0.03371 0.88 0.42 -1.91
O 0.98831 4.61578 -0.11629 -0.10 -0.05 0.10
O 0.75891 2.74998 1.06581 -1.34 -2.33 1.54
C 2.21721 0.34548 -1.86889 -0.54 -0.36 -0.64
C 0.80681 0.02228 -2.46959 2.08 0.56 -0.67
O 0.64201 0.08038 -3.67429 -0.15 -0.02 0.07
O -0.06319 -0.30982 -1.61199 -1.96 0.07 2.56
H 2.07071 0.79478 2.29791 0.16 -0.14 -0.08
H 3.61361 -0.77482 0.51471 -0.07 -0.01 0.08
H 4.30001 0.33718 1.70841 -0.11 -0.04 -0.16
H 4.19251 1.37338 -0.58099 -0.16 0.01 0.11
H 3.25201 2.25478 0.64811 0.06 -0.05 -0.08
H 0.86321 2.46748 -1.89789 0.11 -0.01 -0.05
H 2.48611 3.12798 -1.61579 -0.14 -0.04 0.03
H 2.64861 -0.60982 -1.55429 -0.01 0.07 0.02
H 2.84891 0.78478 -2.65469 -0.07 -0.06 0.15
C -3.27969 -1.87922 3.69511 0.71 0.40 -0.23
Si -1.74349 -0.72902 3.63411 -0.59 0.04 1.11
C -0.52779 -1.32242 4.98571 -0.41 0.28 -0.67
C -2.35849 1.03188 4.09361 0.38 -0.64 -0.44
C -0.93249 -0.88742 1.95851 -0.14 1.40 -1.48
H -3.73489 -1.89292 4.68001 0.00 0.09 0.26
H -3.00699 -2.89952 3.44471 0.09 -0.21 -0.05
H -4.03749 -1.56522 2.98461 -0.14 0.12 -0.18
H -0.99359 -1.35082 5.96671 -0.16 0.06 0.11
H 0.33981 -0.67412 5.04611 0.21 0.16 0.01
H -0.17239 -2.32342 4.76151 0.06 -0.20 -0.08
H -2.63149 1.09798 5.14331 0.00 -0.10 0.15
H -3.23859 1.29888 3.51401 -0.18 0.03 -0.13
H -1.58669 1.77238 3.90181 0.16 0.20 0.00
H -1.67019 -1.08442 1.16001 0.01 -0.27 0.30
H -0.18759 -1.68212 1.97821 0.17 0.12 -0.20
C -2.76919 1.28228 -3.25659 0.14 0.17 0.13
C -1.93539 2.02398 -2.21649 0.12 -0.63 0.01
N -2.68719 2.97948 -1.42309 0.07 -0.02 0.20
C -3.01969 4.21328 -2.10609 0.01 0.50 -0.07
C -1.85629 5.20608 -2.08689 -0.19 -0.18 -0.03
C -2.70909 2.87288 -0.07869 -0.34 0.19 -0.62
C -3.56989 3.86148 0.67551 0.14 -0.26 0.07
N -2.10919 1.91088 0.53331 1.65 -1.65 1.16
H -2.14899 0.48098 -3.65159 0.02 -0.05 -0.11
H -3.06979 1.92648 -4.08229 -0.05 0.01 -0.05
H -3.65869 0.84978 -2.80529 -0.09 -0.06 0.07
H -1.11019 2.53458 -2.72329 0.01 -0.05 0.11
H -1.52389 1.28218 -1.52579 -0.07 0.35 -0.50
H -3.90759 4.66978 -1.66339 0.03 -0.10 -0.09
H -3.26389 3.95718 -3.14039 -0.08 0.00 0.15
H -1.56389 5.45348 -1.07049 0.04 0.07 0.13
H -2.13009 6.11608 -2.61329 -0.02 0.14 -0.06
H -0.98119 4.78318 -2.57099 0.12 -0.02 -0.07
H -4.57729 3.87148 0.26221 -0.01 0.03 -0.01
H -3.15779 4.86648 0.62631 0.05 0.05 -0.05
H -3.62869 3.56548 1.71991 0.03 0.02 0.03
H -2.23549 1.93458 1.54191 -0.23 0.21 -0.31
N 1.01531 -2.51522 -0.05499 -0.94 1.07 0.63
C 1.68071 -3.60032 -0.54769 0.90 -1.21 -0.45
C 2.86161 -4.05092 0.05981 -0.34 0.37 -0.18
C 3.50291 -5.18692 -0.39949 -0.39 0.09 0.14
C 2.94161 -5.89572 -1.43749 0.78 -1.20 -0.32
C 1.81501 -5.44792 -2.09399 -0.18 0.15 0.34
C 1.17491 -4.31012 -1.64629 0.14 0.35 0.22
S 3.81091 -7.35562 -2.08959 -0.26 1.49 -0.14
O 4.75111 -7.73532 -1.04969 0.16 -0.18 0.10
O 2.77611 -8.33382 -2.36939 -0.07 -0.22 -0.09
O 4.41481 -6.73642 -3.26959 0.20 -0.64 -0.10
H 1.50201 -1.90152 0.58381 0.01 -0.16 -0.18
H 0.33461 -2.05842 -0.65189 0.39 -0.13 0.08
H 3.26311 -3.49272 0.89491 0.07 0.10 0.18
H 4.41381 -5.54692 0.05231 0.07 -0.07 0.06
H 1.43791 -6.00642 -2.93429 -0.07 -0.10 -0.13
H 0.29081 -3.94252 -2.14499 -0.20 0.06 -0.07

***

[3]
80
Properties=species:S:1:pos:R:3:forces:R:3 method="wB97M-V/def2-TZVPD" charge=+2 e_above_lowest_kcal_mol=28.8 homo_lumo_gap_ha=0.2090 spin_multiplicity=1
Y -3.04170 -1.03678 -1.27318 3.97 3.18 1.31
O -0.21405 0.03803 2.10750 0.00 -1.26 -0.67
C -0.37229 -0.37558 0.83363 1.19 0.23 -2.21
O -1.52086 -0.61344 0.34894 -2.08 -0.32 0.38
O 0.65747 -0.45617 0.12533 -0.56 -0.16 0.64
H 0.73059 -0.22832 2.17778 -0.28 0.79 0.82
C -5.51816 -0.99766 1.12040 0.15 -1.02 1.30
O -4.71324 -0.41652 0.35154 0.47 -0.86 -1.35
N -5.21038 -1.32509 2.36288 0.03 0.77 0.13
C -6.19848 -1.83467 3.32634 0.45 -0.57 -0.53
C -4.01198 -0.78103 3.02347 -0.21 0.54 -0.72
H -6.51319 -1.34335 0.82032 0.03 0.24 -0.26
H -6.49444 -1.01961 3.98242 -0.45 -0.09 -0.11
H -5.72121 -2.60474 3.93189 0.10 0.09 0.02
H -6.98272 -2.34860 2.77367 -0.38 0.43 0.22
H -4.31694 0.14945 3.51021 0.03 -0.28 0.48
H -3.63839 -1.53261 3.70867 0.17 0.18 0.13
H -3.27185 -0.45647 2.29408 0.10 -0.49 -0.05
C -0.55888 0.69992 -3.14504 0.57 0.81 0.58
O -1.56309 0.10733 -2.70292 -1.36 -0.60 0.14
N -0.58339 1.68097 -4.01930 -0.50 0.37 -0.43
C 0.61006 2.24996 -4.66620 -0.50 -1.51 -0.76
C -1.84743 2.07112 -4.64003 -0.07 -0.11 -0.16
H 0.42606 0.51226 -2.70675 0.09 -0.24 -0.18
H 0.66374 3.32342 -4.53675 0.40 -0.04 0.41
H 0.47902 2.03810 -5.73331 -0.08 0.35 -0.03
H 1.45738 1.60737 -4.43303 0.35 0.75 0.60
H -1.87758 1.63693 -5.64231 -0.28 -0.18 0.13
H -2.65858 1.73257 -4.00416 -0.12 -0.06 -0.22
H -1.94163 3.14602 -4.79067 0.36 0.06 0.32
C -3.62410 2.49263 -0.57101 -0.17 0.88 0.60
O -3.29417 1.39300 -1.01860 0.19 -1.61 -0.56
N -3.00737 3.14132 0.40356 0.65 0.04 0.06
C -3.35231 4.52441 0.70116 -0.59 0.78 -0.32
C -1.76630 2.65753 1.00867 0.12 0.02 0.22
H -4.47816 3.05072 -0.96738 -0.09 -0.16 -0.15
H -4.39697 4.68805 0.43660 0.01 0.06 0.16
H -2.76520 5.25464 0.13700 0.16 -0.34 -0.23
H -3.19634 4.81072 1.73880 -0.16 -0.56 0.16
H -1.27941 3.51134 1.47270 0.10 0.01 -0.11
H -1.93737 1.93615 1.80674 -0.20 -0.11 -0.15
H -1.09300 2.22375 0.27148 -0.12 -0.01 -0.11
C 3.97082 1.81448 4.97548 0.25 0.72 0.66
O 3.79963 2.05674 6.14849 -0.30 -0.16 -0.12
N 3.01872 1.42017 4.09977 0.37 0.83 -0.36
C 1.61326 1.33321 4.40866 0.14 -1.33 -0.50
C 3.38896 1.05612 2.75686 -0.99 -0.60 -0.29
H 4.95291 1.98668 4.50435 0.01 -0.32 -0.11
H 1.28324 1.75028 5.35231 0.51 0.19 0.10
H 1.42740 0.24540 4.41511 -0.63 0.19 0.22
H 1.04811 1.75658 3.57454 -0.06 0.17 0.15
H 3.08702 0.00927 2.57705 0.46 -0.11 0.07
H 2.80331 1.59213 1.99818 0.24 0.45 0.15
H 4.45101 1.17814 2.57516 0.03 -0.01 0.04
C -0.01929 -2.84663 -2.02798 0.58 -0.08 0.00
O -1.19409 -2.44586 -1.93421 -2.28 -0.05 0.52
N 0.34947 -4.10185 -2.14809 -0.20 -0.06 0.62
C -0.57268 -5.21977 -1.96631 0.44 -0.46 -0.04
C 1.75659 -4.49778 -2.17949 0.22 0.61 0.90
H 0.78526 -2.10805 -1.99689 0.12 -0.07 -0.15
H -0.36919 -5.75418 -1.03395 0.09 0.40 0.20
H -0.31572 -5.95899 -2.72550 -0.55 0.11 -0.27
H -1.60952 -4.90690 -1.96692 0.04 0.01 -0.33
H 1.90386 -5.23645 -2.95975 0.24 0.13 -0.09
H 2.39305 -3.61596 -2.24326 -0.04 -0.01 -0.68
H 2.05186 -4.88377 -1.19976 -0.25 -0.48 -0.13
C 6.13899 0.13885 -1.22909 0.63 0.11 0.27
C 6.17510 -1.14789 -0.87432 -0.37 -0.67 0.98
C 4.91334 -1.89439 -0.59837 -1.13 1.04 -1.08
O 4.86673 -3.08265 -0.37361 0.40 -0.21 0.27
C 3.67671 -1.08504 -0.72928 0.30 -0.38 0.58
C 3.65051 0.21985 -1.05709 -0.77 -0.69 0.04
C 4.90607 0.92825 -1.46779 1.50 -1.37 -0.12
O 4.97037 1.98417 -2.03157 -0.77 0.70 0.03
O 2.53591 0.93283 -1.15632 -0.40 1.26 -0.34
O 7.29799 -1.80299 -0.59724 0.86 0.43 -0.32
H 7.10152 0.63305 -1.29512 -0.19 0.27 -0.34
H 2.77937 -1.62261 -0.44993 -0.15 0.15 -0.08
H 1.73884 0.60553 -0.68584 0.66 -0.69 0.12
H 7.18140 -2.73707 -0.38343 -0.56 -0.03 -0.04

***

Per-record M, u: 378.58, 649.81, 655.49